Entry 1:
C19H20FeN6O2PS7 as an isolated structure. Source: the OMol25 dataset; level of theory: ωB97M-V/def2-TZVPD.

Each line ends with the Löwdin spin population.
Geometry (Å):
Fe 0.64 0.26 0.16  3.716
C -1.14 0.22 3.47  0.000
C 0.34 0.33 3.47  0.000
N 1.12 0.37 2.43  0.019
C 2.46 0.41 2.78  0.001
C 2.69 0.42 4.12  0.001
S 1.21 0.36 4.96  0.002
C 3.46 0.40 1.72  0.001
C 4.81 0.40 1.86  0.001
S 5.55 0.28 0.33  0.003
C 4.00 0.24 -0.43  0.002
N 3.02 0.32 0.42  0.026
C 3.86 0.10 -1.90  0.000
H -1.54 0.60 2.53  0.000
H -1.58 0.79 4.28  0.000
H -1.44 -0.82 3.58  0.000
H 3.64 0.45 4.63  0.000
H 5.39 0.44 2.77  0.000
H 4.83 -0.10 -2.37  0.000
H 3.43 1.01 -2.33  0.000
H 3.17 -0.72 -2.12  0.000
S -0.04 3.64 -3.01  0.009
C 0.56 2.45 -2.04  0.004
S 0.43 0.77 -2.28  0.032
S 1.53 2.89 -0.58  0.030
S -1.45 -1.47 0.44  0.026
C -1.02 -2.78 -0.66  0.004
C -1.99 -3.50 -1.34  0.001
C -1.64 -4.56 -2.17  0.003
C -2.67 -5.29 -2.87  0.000
N -3.49 -5.87 -3.43  0.001
C -0.29 -4.90 -2.29  0.001
C 0.68 -4.18 -1.61  0.003
C 0.35 -3.09 -0.78  0.008
S 1.58 -2.17 0.01  0.042
C 0.12 -6.01 -3.12  0.000
N 0.46 -6.89 -3.77  0.000
H -3.04 -3.24 -1.23  0.000
H 1.72 -4.44 -1.73  0.001
N -0.98 4.46 1.16  0.000
C -1.96 4.00 0.15  0.002
P -2.32 2.23 0.37  0.007
O -3.35 2.04 1.44  0.003
O -1.00 1.49 0.53  0.047
C -3.04 1.78 -1.24  0.001
N -3.83 0.54 -1.08  0.000
H -1.00 5.47 1.24  0.000
H 0.62 3.73 -0.03  0.001
H -1.20 4.08 2.07  0.000
H -1.55 4.16 -0.85  0.000
H -2.92 4.51 0.23  0.000
H -2.23 1.65 -1.96  0.000
H -3.67 2.62 -1.56  0.000
H -2.45 -0.91 -0.29  0.001
H -4.46 0.42 -1.86  0.000
H -4.39 0.63 -0.24  0.000

largest force on an atom = 0.44 eV/A
DFT total energy = -5607.6886 hartree
<S²> = 6.011
multiplicity = 5
total charge = -1

Entry 2:
One molecule with the formula C5H6ClFO. Source: the OMol25 dataset; level of theory: ωB97M-V/def2-TZVPD.

Each line ends with the Löwdin charge.
Geometry (Å):
F -1.40 -1.81 -0.17  0.064
C -0.73 -0.65 -0.10  -0.452
C -1.09 0.34 -1.17  -0.049
C -0.75 1.65 -0.39  -0.175
O -0.47 1.40 0.98  -0.087
C -0.45 0.02 1.22  -0.188
C 0.65 -0.80 0.53  -0.481
Cl 2.03 -0.07 -0.30  0.651
H -0.50 0.20 -2.09  0.128
H -2.09 0.25 -1.44  0.100
H 0.15 2.17 -0.82  0.120
H -1.55 2.38 -0.41  0.113
H -0.88 -0.30 2.17  0.159
H 0.86 -1.78 0.91  0.096

energy above the lowest of the compared OMol25 structures with the same formula, charge and spin = 0.926 eV
largest force on an atom = 2.88 eV/A
DFT total energy = -829.3581 hartree
SMILES string = F[C@@]12CCO[C@@H]1[C@@H]2Cl